(1)
{
  "formula": "H37O19",
  "method": "ωB97M-V/def2-TZVPD",
  "lumo_ev": 2.16,
  "total_charge": -1,
  "homo_ha": -0.267,
  "largest_force_ev_per_a": 2.94,
  "energy_ha": -1451.75628,
  "e_above_lowest_ev": 3.981,
  "orbital_gap_ev": 9.4,
  "symbols": ["O", "H", "H", "O", "H", "H", "O", "H", "H", "O", "H", "H", "O", "H", "H", "O", "H", "H", "O", "H", "H", "O", "H", "O", "H", "H", "O", "H", "H", "O", "H", "H", "O", "H", "H", "O", "H", "H", "O", "H", "H", "O", "H", "H", "O", "H", "H", "O", "H", "H", "O", "H", "H", "O", "H", "H"],
  "coordinates": [[2.195, 2.569, -3.164], [-0.709, -2.623, -1.406], [0.180, 1.116, 3.543], [1.763, -2.878, -3.804], [-3.939, 2.320, -0.600], [0.876, -2.872, -4.121], [-0.616, 1.604, 3.830], [-0.771, -2.766, 2.266], [0.901, 2.054, 1.413], [-2.378, 1.311, -3.473], [-1.619, 0.764, -3.359], [-2.564, 1.649, -2.607], [-0.815, 2.687, -2.029], [-0.170, 3.241, -1.556], [-1.410, 2.573, -1.302], [-0.380, -0.664, -1.391], [0.987, -4.301, -0.402], [0.019, -0.008, -1.946], [0.851, 1.604, 0.563], [-2.258, 1.689, 2.040], [-0.070, 1.275, 0.648], [-1.856, 1.743, 1.146], [3.923, 3.495, 0.194], [1.952, -1.095, -0.510], [1.218, -3.083, -1.308], [1.075, -1.349, -0.916], [-0.765, -3.327, 1.488], [-2.917, 2.838, 0.224], [-0.902, -2.733, 0.741], [-1.685, -0.771, 1.055], [-2.087, -1.306, 0.373], [1.383, -2.306, 1.783], [-3.367, 3.084, -0.591], [-0.904, -0.375, -0.648], [-3.304, -0.021, 2.076], [1.551, -3.937, -1.086], [-2.916, 0.056, 3.427], [-1.924, 0.754, 1.031], [3.272, 3.475, -0.557], [-0.594, 1.376, 4.748], [2.421, 0.187, 1.351], [0.267, -1.013, 2.665], [2.634, -1.186, -1.194], [1.017, -0.606, 2.193], [-3.617, 0.434, 2.886], [2.759, -2.484, 0.928], [1.514, 3.228, -3.149], [2.279, -2.784, 1.725], [2.389, 3.208, -0.365], [-0.605, -0.768, 2.013], [-1.264, -3.407, -1.288], [-0.902, -4.054, -1.874], [1.634, -2.401, -2.950], [2.633, 0.852, 1.997], [2.651, 2.279, -2.381], [2.960, 1.654, 1.627]],
  "atomic_forces_ev_per_a": [[0.592, -1.102, -2.027], [-0.433, 0.072, -0.236], [-0.450, -0.087, -0.421], [0.517, 0.924, 1.420], [-0.764, -0.281, -0.537], [-1.075, -0.173, -0.782], [0.712, 0.002, -0.552], [0.182, 0.218, -0.028], [0.172, 0.000, 0.060], [-1.310, -0.265, -1.115], [0.799, -0.463, 0.120], [-0.146, 0.412, 0.433], [1.716, 0.827, 0.232], [0.113, -0.284, -0.419], [-1.311, -0.186, 0.726], [-0.047, -1.972, -1.407], [-0.195, 0.332, 0.491], [-0.016, 1.217, 0.143], [-1.263, 0.377, -0.461], [0.345, 0.875, -0.054], [0.367, 0.435, -0.367], [-0.597, 0.131, 0.906], [-1.774, -0.259, -0.920], [0.237, -0.326, -0.738], [-0.332, 0.365, 0.404], [0.967, 1.074, 0.744], [-0.029, -0.920, -0.243], [0.880, 0.123, 0.630], [-0.066, -0.240, 0.515], [-0.485, 1.050, -0.593], [-0.409, -0.523, 0.159], [1.850, -1.136, -0.297], [-0.273, 0.075, -0.318], [-0.316, 0.846, 1.038], [-0.566, 0.047, -0.172], [0.811, -1.349, -0.446], [0.040, 0.225, 0.842], [0.357, -0.490, -0.883], [2.559, 0.662, -0.089], [-0.338, -0.029, 1.066], [0.190, 0.198, -1.167], [-1.498, 1.314, -1.454], [-0.236, 0.034, 0.276], [-0.541, -0.080, 0.560], [0.477, -0.584, -0.455], [-1.010, -0.142, 0.634], [-0.176, 0.228, 1.028], [-0.665, 0.728, 0.035], [-0.884, -0.562, 1.173], [2.138, -1.140, 1.217], [-0.476, 0.797, 0.286], [0.391, -0.703, -0.455], [0.608, -0.601, -1.075], [0.839, -0.723, 2.728], [-0.390, 0.797, 0.838], [0.211, 0.235, -0.994]]
}

---

(2)
{
  "formula": "C4H16NO3",
  "method": "ωB97M-V/def2-TZVPD",
  "lumo_ev": -2.70,
  "total_charge": 1,
  "homo_ha": -0.523,
  "largest_force_ev_per_a": 1.91,
  "energy_ha": -442.25106,
  "e_above_lowest_ev": 0.368,
  "orbital_gap_ev": 11.5,
  "symbols": ["C", "C", "C", "C", "O", "N", "H", "H", "H", "H", "H", "H", "H", "H", "H", "H", "H", "H", "H", "H", "O", "H", "H", "O"],
  "coordinates": [[0.082, -2.259, -0.084], [-0.313, -0.877, -0.563], [0.684, -0.255, -1.528], [1.941, 0.362, -0.882], [-0.058, 0.693, -2.279], [-0.456, 0.026, 0.663], [-0.242, -2.972, -0.842], [1.140, -2.412, 0.114], [-0.537, -2.593, 0.745], [-1.316, -0.936, -0.976], [1.105, -1.014, -2.192], [1.812, 0.970, 0.013], [2.573, -0.470, -0.563], [2.484, 0.884, -1.655], [0.336, 0.873, -3.139], [-1.161, -0.328, 1.295], [0.480, -0.018, 1.043], [-0.762, 0.963, 0.368], [-0.774, 0.702, 3.990], [-0.686, -0.812, 4.046], [-0.737, -0.078, 3.416], [-1.308, 3.665, -0.126], [-2.438, 3.023, -0.805], [-1.848, 2.865, -0.056]],
  "atomic_forces_ev_per_a": [[-0.636, -0.608, -0.407], [-0.200, -0.368, 0.660], [0.337, 0.741, -0.435], [-0.166, -1.115, 0.335], [-0.271, 0.213, 0.141], [-0.042, -0.354, -1.873], [0.428, 0.040, -0.316], [0.021, 0.139, 0.136], [0.181, 0.248, 0.500], [0.131, 0.196, -0.393], [-0.467, -0.350, 0.010], [-0.180, 0.459, -0.344], [0.163, 0.015, -0.033], [0.136, 0.370, 0.002], [0.156, -0.083, 0.143], [0.139, -0.160, 0.644], [-0.175, 0.631, 0.984], [0.295, 0.307, 0.105], [-0.049, -0.093, -0.210], [-0.031, 0.101, -0.194], [0.059, -0.052, 0.442], [0.202, -0.174, 0.406], [-0.228, -0.481, 0.096], [0.198, 0.379, -0.399]]
}

---

Question: Which formula does entry 2 have?
Answer: C4H16NO3